# 1
Formula: C18H21AgBrN10S2
Source: the OMol25 dataset
Level of theory: ωB97M-V with the def2-TZVPD basis set

The geometry in XYZ format:
```
53
Properties=species:S:1:pos:R:3
Ag -0.059 -0.025 0.560
C -2.190 -3.453 4.562
C -2.213 -1.983 4.381
N -2.674 -1.120 5.214
N -2.470 0.089 4.617
C -1.879 0.014 3.415
S -1.475 1.268 2.403
N -1.709 -1.339 3.257
N -1.141 -1.916 2.137
H -2.621 -3.691 5.530
H -1.168 -3.834 4.524
H -2.771 -3.951 3.783
H -2.744 0.937 5.080
H -0.347 -2.488 2.401
H -1.825 -2.478 1.645
C 5.090 0.063 -2.507
C 4.743 -0.115 -1.079
N 5.565 -0.181 -0.095
N 4.780 -0.347 1.006
C 3.463 -0.385 0.746
S 2.233 -0.571 1.854
N 3.438 -0.235 -0.619
N 2.275 -0.195 -1.352
H 6.171 0.116 -2.602
H 4.657 0.982 -2.905
H 4.722 -0.773 -3.104
H 5.199 -0.417 1.917
H 2.246 0.628 -1.940
H 2.172 -1.030 -1.915
Br -0.307 7.279 -0.526
C -0.461 5.418 -0.818
C 0.297 4.541 -0.058
C 0.173 3.183 -0.279
C -0.728 2.681 -1.224
C -1.460 3.587 -1.995
C -1.326 4.948 -1.796
N -0.804 1.279 -1.341
C -1.707 0.693 -2.017
C -1.726 -0.774 -2.116
C -2.411 -1.391 -3.160
C -2.392 -2.771 -3.259
C -1.695 -3.497 -2.307
C -1.055 -2.803 -1.290
N -1.069 -1.479 -1.185
H 0.972 4.920 0.697
H 0.763 2.475 0.291
H -2.143 3.240 -2.760
H -1.890 5.647 -2.396
H -2.489 1.224 -2.563
H -2.939 -0.788 -3.888
H -2.914 -3.274 -4.062
H -1.651 -4.577 -2.343
H -0.506 -3.335 -0.519
```

E_tot = -129614.563 eV
strongest force on any atom = 0.623 eV/Å
Kohn-Sham gap = 7.41 eV
multiplicity = 1
total charge = +1
LUMO = -3.217 eV



# 2
Formula: CH3NO3S
Source: the OMol25 dataset
Level of theory: ωB97M-V with the def2-TZVPD basis set

The geometry in XYZ format:
```
9
Properties=species:S:1:pos:R:3
C -0.746 0.461 -0.339
N -0.829 -1.041 0.101
O 1.950 0.580 -1.007
O 1.312 0.549 1.363
O 0.531 -1.365 -0.118
S 1.027 0.222 0.006
H -0.945 0.521 -1.400
H -1.322 1.134 0.280
H -0.978 -1.061 1.113
```

E_tot = -19550.309 eV
strongest force on any atom = 2.918 eV/Å
Kohn-Sham gap = 11.46 eV
multiplicity = 1
LUMO = 0.642 eV
energy above the lowest of the compared OMol25 structures with the same formula, charge and spin = 69.31 kcal/mol



# 3
Formula: C2H4NO4
Source: the OMol25 dataset
Level of theory: ωB97M-V with the def2-TZVPD basis set

The geometry in XYZ format:
```
11
Properties=species:S:1:pos:R:3
C 1.751 -0.260 0.073
C 0.823 0.539 0.989
N -0.984 -1.038 -0.352
O 1.417 0.070 -1.129
O 2.686 -0.897 0.548
O 0.151 1.438 0.362
O -0.304 -1.186 0.767
H 0.990 0.630 2.085
H -0.328 -1.213 -1.180
H -1.161 -0.011 -0.553
H 0.622 1.131 -0.623
```

E_tot = -11815.027 eV
strongest force on any atom = 5.063 eV/Å
Kohn-Sham gap (spin up / spin down) = 5.15 / 7.64 eV
multiplicity = 3
total charge = -1
LUMO (spin up / spin down) = 4.272 / 3.192 eV
⟨S²⟩ = 2.010
energy above the lowest of the compared OMol25 structures with the same formula, charge and spin = 0.00 kcal/mol



# 4
Formula: C29H83N9O13
Source: the OMol25 dataset
Level of theory: ωB97M-V with the def2-TZVPD basis set

The geometry in XYZ format:
```
134
Properties=species:S:1:pos:R:3
C 0.938 4.837 2.876
C 1.872 4.935 1.669
C 3.057 5.841 2.043
C 4.196 5.162 2.777
C 4.673 3.928 2.038
C 3.540 2.944 1.769
N 2.389 3.645 1.204
O 1.334 2.738 0.951
C 4.011 1.851 0.817
C 3.195 2.210 3.104
C 1.131 5.594 0.512
H 0.460 5.790 3.103
H 1.433 4.405 3.745
H 0.083 4.176 2.675
H 3.385 6.438 1.185
H 2.706 6.624 2.727
H 3.791 4.777 3.721
H 4.989 5.866 3.018
H 5.429 3.374 2.604
H 5.180 4.175 1.096
H 4.028 2.219 -0.212
H 5.046 1.577 1.036
H 3.397 0.952 0.811
H 2.385 1.490 2.952
H 4.069 1.636 3.411
H 2.862 2.894 3.881
H 1.706 5.530 -0.414
H 0.964 6.654 0.714
H 0.167 5.117 0.326
H 1.014 2.418 1.813
C 1.324 3.157 -2.680
O 1.253 3.092 -3.906
N 0.245 2.908 -1.873
N 2.475 3.536 -2.041
H 0.388 2.885 -0.874
H -0.589 2.549 -2.296
H 3.229 3.693 -2.683
H 2.531 3.674 -1.042
C -3.857 1.778 -2.716
O -4.715 2.578 -2.380
N -3.627 0.602 -2.037
N -2.955 2.032 -3.714
H -3.037 -0.104 -2.449
H -4.143 0.372 -1.212
H -2.172 1.444 -3.942
H -3.037 2.910 -4.192
C -1.217 -5.261 -1.221
O -0.648 -4.238 -1.610
N -0.555 -6.305 -0.648
N -2.589 -5.343 -1.310
H -0.992 -7.195 -0.497
H 0.461 -6.215 -0.598
H -2.991 -4.431 -1.473
H -3.080 -6.066 -0.818
C 2.229 -4.226 0.456
O 2.272 -5.243 -0.234
N 1.118 -3.432 0.549
N 3.271 -3.822 1.258
H 1.156 -2.628 1.152
H 0.319 -3.622 -0.042
H 4.134 -4.314 1.117
H 3.279 -2.911 1.689
C -5.458 -3.130 -0.732
C -5.092 -2.544 -2.081
O -3.739 -2.891 -2.382
H -5.292 -4.210 -0.703
H -6.518 -2.992 -0.513
H -4.866 -2.682 0.069
H -5.282 -1.470 -2.046
H -5.769 -2.933 -2.847
H -3.656 -3.003 -3.333
C -0.022 -0.163 -0.157
C -0.313 -1.359 -1.020
O -1.687 -1.728 -0.756
H 0.860 0.392 -0.476
H 0.060 -0.408 0.909
H -0.861 0.541 -0.176
H 0.323 -2.217 -0.796
H -0.239 -1.104 -2.076
H -2.031 -2.296 -1.458
C -0.178 1.878 5.064
C -0.957 1.060 4.051
O -0.880 1.699 2.777
H 0.088 1.291 5.945
H -0.834 2.649 5.487
H 0.681 2.402 4.655
H -2.001 0.968 4.363
H -0.608 0.017 4.050
H -1.575 1.274 2.257
C 2.320 -2.259 -2.632
C 2.951 -2.681 -3.932
O 1.926 -3.013 -4.877
H 1.791 -1.316 -2.793
H 3.090 -2.060 -1.887
H 1.672 -3.038 -2.237
H 3.550 -3.584 -3.731
H 3.631 -1.935 -4.356
H 2.334 -3.424 -5.644
C -4.183 1.937 1.278
C -3.910 0.441 1.277
O -3.733 -0.046 2.607
H -4.401 2.314 2.278
H -4.946 2.255 0.573
H -3.256 2.464 1.019
H -3.017 0.208 0.689
H -4.760 -0.119 0.856
H -3.394 -0.953 2.532
C 2.980 -0.279 0.132
C 3.080 0.140 1.578
O 2.638 -0.973 2.346
H 1.970 -0.625 -0.099
H 3.666 -1.119 -0.007
H 3.269 0.451 -0.624
H 2.492 1.040 1.782
H 4.131 0.394 1.764
H 2.800 -0.802 3.278
C -0.028 -1.513 -6.141
C -0.443 -1.375 -4.680
O -1.671 -0.623 -4.553
H 0.073 -0.551 -6.635
H -0.758 -2.141 -6.657
H 0.936 -2.027 -6.159
H 0.307 -0.785 -4.160
H -0.585 -2.371 -4.257
H -2.390 -1.159 -4.899
C -3.779 -3.675 3.219
C -2.564 -3.666 2.319
O -2.295 -2.324 1.894
H -4.732 -3.655 2.688
H -3.742 -2.839 3.919
H -3.807 -4.587 3.824
H -2.749 -4.319 1.456
H -1.703 -4.087 2.848
H -1.828 -2.415 1.045
```

E_tot = -71443.016 eV
strongest force on any atom = 9.000 eV/Å
Kohn-Sham gap = 9.15 eV
multiplicity = 1
LUMO = 0.241 eV